# CH3I

A structure of composition CH3I (wB97M-V/def2-TZVPD, the Open Molecules 2025 dataset).

Structure (ORCA input):
```
! wB97M-V def2-TZVPD RIJCOSX def2/J DEFGRID3
* xyz 0 1
C -0.41 -0.12 0.02
I -2.54 0.13 -0.03
H -0.22 -0.37 1.13
H -0.17 -0.59 -0.91
H 0.17 1.13 -0.28
*
```

- ΔE to the lowest compared entry with this formula, charge and spin (kcal per mole) = 32.86
- F_max (eV/Å) = 5.5
- HOMO (eV) = -9.34
- LUMO (eV) = 0.310
- HOMO-LUMO gap (eV) = 9.65